ORCA calculation (ωB97M-V/def2-TZVPD) on an isolated ion of composition C8H8NO3S2 and charge +1 in a non-equilibrium geometry.

Each line ends with the Mulliken charge.
Cartesian coordinates (Å):
C: -0.953 -0.920 -0.868  -0.384
C: -1.783 0.172 -1.065  -0.529
C: 0.209 -0.509 -0.032  -0.177
C: -1.234 1.292 -0.397  0.267
C: 1.850 -2.338 0.896  0.003
C: 1.567 -3.133 2.138  0.127
C: 1.087 -1.425 0.421  0.079
C: -1.022 3.800 -1.889  -0.906
N: 2.330 -3.955 2.722  -0.284
O: 3.509 -4.365 2.246  -0.247
O: -3.219 3.144 -0.316  -0.561
O: -1.009 3.615 0.704  -0.605
S: 0.073 1.142 0.558  0.070
S: -1.801 3.127 -0.382  1.137
H: -1.192 -1.819 -1.337  0.496
H: -2.673 0.171 -1.653  0.485
H: 2.739 -2.889 0.477  0.292
H: 0.601 -2.883 2.788  0.324
H: 3.841 -3.911 1.505  0.294
H: -1.650 3.514 -2.785  0.355
H: -1.237 4.813 -1.895  0.418
H: -0.033 3.356 -1.837  0.348

Its HOMO-LUMO gap is 0.266 Eh. The LUMO energy is -6.4 eV. The total energy is -37715.001 eV. Its total charge is +1. For the HOMO energy, the calculation gives -13.6 eV.



ORCA calculation (ωB97M-V/def2-TZVPD) on a 3-piece molecular cluster, C5H16O2 overall in a non-equilibrium geometry.

Each line ends with the Mulliken charge.
Cartesian coordinates (Å):
C: 2.232 -0.512 -0.385  -0.961
C: 1.541 0.189 -1.550  -0.419
C: 0.091 0.672 -1.299  -0.777
C: -0.630 -0.011 -0.182  0.033
C: -0.978 -1.478 -0.501  -1.284
H: 3.308 -0.520 -0.546  0.384
H: 1.909 -1.533 -0.207  0.256
H: 2.055 0.024 0.563  0.109
H: 1.508 -0.522 -2.362  0.279
H: 2.195 0.993 -1.876  0.385
H: 0.129 1.742 -1.123  0.353
H: -0.464 0.514 -2.214  0.262
H: -0.216 0.009 0.831  0.108
H: -1.579 0.498 -0.030  0.329
H: -0.729 -2.164 0.322  0.305
H: -2.031 -1.654 -0.721  0.256
H: -0.409 -1.908 -1.323  0.373
O: 1.061 2.550 3.511  -0.644
H: 1.943 2.864 3.732  0.325
H: 1.199 1.904 2.811  0.316
O: -4.108 -0.788 1.140  -0.638
H: -4.172 0.184 1.158  0.315
H: -3.855 -1.053 0.254  0.337

Its HOMO-LUMO gap is 0.435 Eh. The structure (SMILES) is CCCCC.O.O. The LUMO energy is 0.7 eV. The total energy is -9539.104 eV. For the HOMO energy, the calculation gives -11.1 eV.



ORCA calculation (ωB97M-V/def2-TZVPD) on C47H49N12O3RuSSe as an isolated structure.

Each line ends with the Löwdin spin population.
Cartesian coordinates (Å):
Ru: 0.368 -1.179 -0.311  3.796
C: 3.913 1.242 3.666  0.001
N: 2.779 0.980 2.779  0.005
C: 2.755 0.290 1.643  0.011
N: 1.512 0.256 1.172  0.092
C: 0.806 0.965 2.108  0.008
N: 1.542 1.406 3.093  0.003
C: 4.302 0.020 4.472  0.000
C: 5.636 -0.166 4.820  0.000
C: 6.030 -1.304 5.510  0.000
C: 5.106 -2.288 5.820  0.000
C: 3.771 -2.108 5.470  0.000
C: 3.364 -0.939 4.830  0.000
C: 2.833 -3.211 5.647  0.000
N: 3.079 -4.421 6.013  0.000
N: 1.888 -5.116 5.912  0.000
C: 1.009 -4.279 5.487  0.000
O: 1.537 -3.037 5.290  0.000
C: -0.381 -4.488 5.105  0.000
C: -0.890 -5.774 4.944  0.000
C: -2.188 -5.937 4.489  0.000
C: -2.962 -4.832 4.154  0.000
C: -2.455 -3.549 4.318  0.000
C: -3.228 -2.334 3.878  0.001
N: -2.690 -1.817 2.600  0.008
C: -1.426 -1.641 2.239  0.019
N: -1.392 -1.148 1.004  0.103
C: -2.711 -1.058 0.649  0.012
N: -3.516 -1.452 1.596  0.007
C: -1.178 -3.384 4.832  0.000
H: 3.621 2.090 4.283  0.000
H: 4.750 1.554 3.042  0.000
H: 3.631 -0.144 1.190  0.000
H: -0.251 1.162 2.037  0.000
H: 6.374 0.581 4.549  0.000
H: 7.067 -1.434 5.791  0.000
H: 5.406 -3.201 6.318  0.000
H: 2.322 -0.808 4.565  0.000
H: -0.265 -6.629 5.164  0.000
H: -2.595 -6.933 4.373  0.000
H: -3.963 -4.973 3.765  0.000
H: -3.181 -1.529 4.610  0.000
H: -4.272 -2.557 3.676  0.000
H: -0.576 -1.884 2.853  0.001
H: -3.043 -0.711 -0.316  0.000
H: -0.789 -2.390 5.020  0.000
C: -6.841 -2.998 -4.117  0.001
C: -5.398 -2.894 -3.718  0.003
C: -4.445 -2.384 -4.603  0.000
C: -3.112 -2.309 -4.249  0.003
C: -2.726 -2.741 -2.984  0.004
C: -3.649 -3.255 -2.086  0.003
C: -4.980 -3.327 -2.461  0.000
S: -1.036 -2.629 -2.544  0.020
O: -0.197 -3.131 -3.588  0.014
O: -0.880 -3.189 -1.190  0.097
N: -0.780 -1.042 -2.225  0.220
C: 0.237 -0.303 -2.815  0.035
C: 0.713 -0.312 -4.125  0.006
C: 1.752 0.547 -4.423  0.008
C: 2.332 1.342 -3.431  0.012
C: 1.844 1.249 -2.147  0.013
N: 0.795 0.466 -1.851  0.120
H: -7.048 -2.420 -5.015  0.000
H: -7.494 -2.643 -3.320  0.000
H: -7.104 -4.038 -4.318  0.000
H: -4.755 -2.050 -5.585  0.000
H: -2.381 -1.927 -4.950  0.000
H: -3.326 -3.601 -1.114  0.000
H: -5.705 -3.731 -1.767  0.000
H: 0.270 -0.960 -4.865  0.000
H: 2.126 0.598 -5.438  0.000
H: 3.143 2.019 -3.659  0.001
H: 2.253 1.828 -1.328  0.000
C: 2.383 -5.851 2.410  0.002
C: 3.743 -5.603 1.764  0.004
C: 4.523 -4.498 2.472  0.001
C: 3.978 -3.094 2.242  0.003
N: 4.339 -2.519 0.942  0.013
C: 3.625 -2.474 -0.195  0.035
Se: 1.891 -3.203 -0.441  0.262
N: 4.368 -1.892 -1.151  0.014
C: 4.037 -1.755 -2.574  0.003
C: 4.853 -2.726 -3.425  0.000
C: 4.523 -4.196 -3.176  0.001
C: 3.200 -4.626 -3.792  0.002
C: 5.594 -1.524 -0.610  0.003
C: 6.689 -0.858 -1.155  0.002
C: 7.754 -0.629 -0.309  0.003
C: 7.735 -1.039 1.034  0.004
C: 6.649 -1.694 1.578  0.001
C: 5.579 -1.932 0.718  0.004
H: 1.840 -6.651 1.904  0.000
H: 1.745 -4.963 2.373  0.001
H: 2.500 -6.135 3.458  0.000
H: 3.627 -5.367 0.700  0.004
H: 4.332 -6.521 1.793  0.000
H: 5.584 -4.514 2.209  0.000
H: 4.473 -4.680 3.552  0.000
H: 4.385 -2.398 2.971  0.000
H: 2.891 -3.066 2.327  0.002
H: 4.227 -0.716 -2.844  0.000
H: 2.968 -1.937 -2.675  0.002
H: 5.915 -2.537 -3.264  0.000
H: 4.656 -2.481 -4.472  0.000
H: 4.530 -4.400 -2.097  0.001
H: 5.330 -4.806 -3.584  0.000
H: 2.352 -4.049 -3.418  0.002
H: 2.989 -5.675 -3.585  0.000
H: 3.229 -4.506 -4.877  0.000
H: 6.709 -0.538 -2.188  0.000
H: 8.632 -0.124 -0.689  0.000
H: 8.600 -0.839 1.652  0.000
H: 6.637 -2.013 2.612  0.000

Its HOMO-LUMO gap (alpha / beta) is 0.316 / 0.224 Eh. The LUMO energy (alpha / beta) is -4.5 / -7.0 eV. The total energy is -152308.650 eV. Its total charge is +2. For the HOMO energy (alpha / beta), the calculation gives -13.1 / -13.1 eV. As for the multiplicity: 6.



ORCA calculation (ωB97M-V/def2-TZVPD) on an isolated ion of composition C8H16IN2 and charge +1 in a non-equilibrium geometry.

Each line ends with the Löwdin spin population.
Cartesian coordinates (Å):
C: -0.105 0.814 1.245  0.317
C: 1.084 0.510 1.767  0.154
C: 0.178 1.534 -1.034  0.548
C: -0.170 1.361 -2.490  0.078
C: -2.593 -2.313 -0.311  0.002
C: 3.532 0.115 1.772  0.039
C: -1.410 -1.485 -0.677  0.008
C: -1.676 -0.052 -0.267  0.025
N: -0.475 0.893 -0.055  0.259
N: 2.237 0.192 1.118  0.369
I: 1.703 2.867 -0.558  0.083
H: -0.836 0.927 2.052  0.014
H: 1.263 0.578 2.841  0.006
H: -0.163 0.328 -2.839  0.022
H: 0.361 1.938 -3.195  -0.001
H: -1.293 1.550 -2.682  0.030
H: -2.685 -2.592 0.820  0.000
H: -3.461 -1.709 -0.498  0.000
H: -2.838 -3.120 -1.054  0.000
H: 4.490 -0.121 1.186  0.000
H: 3.604 1.029 2.229  0.016
H: 3.327 -0.570 2.720  0.017
H: -1.405 -1.451 -1.727  0.000
H: -0.549 -1.898 -0.174  0.000
H: -2.219 0.506 -1.028  0.002
H: -2.169 -0.017 0.722  0.003
H: 2.268 0.185 0.120  0.009

Its HOMO-LUMO gap (alpha / beta) is 0.264 / 0.243 Eh. The LUMO energy (alpha / beta) is -2.7 / -6.5 eV. The total energy is -19625.200 eV. Its total charge is +1. For the HOMO energy (alpha / beta), the calculation gives -9.9 / -13.2 eV. As for the multiplicity: 3.



ORCA calculation (ωB97M-V/def2-TZVPD) on C4H8O2 in the gas phase.

Each line ends with the Mulliken charge.
Cartesian coordinates (Å):
C: -0.002 -1.453 -1.017  -1.105
C: 0.849 -0.499 -0.182  -0.498
C: 0.121 0.505 0.713  0.213
O: -0.807 -0.130 1.540  -0.555
C: -0.510 1.733 0.097  0.051
O: -1.499 2.224 0.597  -0.524
H: -0.661 -2.056 -0.386  0.279
H: 0.659 -2.140 -1.560  0.343
H: -0.618 -0.934 -1.760  0.309
H: 1.541 0.059 -0.826  0.352
H: 1.472 -1.096 0.494  0.281
H: 0.916 1.009 1.305  0.165
H: -1.497 0.538 1.705  0.350
H: 0.037 2.239 -0.722  0.338

Its HOMO-LUMO gap is 0.399 Eh. The structure (SMILES) is CC[C@H](O)C=O. The LUMO energy is 0.7 eV. The total energy is -8372.159 eV. For the HOMO energy, the calculation gives -10.1 eV.



ORCA calculation (ωB97M-V/def2-TZVPD) on C45H37LaN4O3 as an isolated structure in a non-equilibrium geometry.

Each line ends with the Mulliken charge.
Cartesian coordinates (Å):
La: -0.389 -0.722 -0.471  0.973
O: -2.389 -5.028 -0.086  -0.793
C: -1.743 -4.049 -0.467  0.068
N: -1.719 -2.836 0.112  -0.050
C: -2.499 -2.703 1.307  -0.866
C: -1.543 -2.295 2.410  0.496
C: -1.546 -2.916 3.647  -0.840
C: -0.626 -2.589 4.636  -0.712
C: 0.232 -1.541 4.345  -0.925
C: 0.155 -0.953 3.105  -0.139
N: -0.686 -1.300 2.163  0.953
C: -0.831 -4.069 -1.708  0.141
C: -0.541 -5.288 -2.308  -0.649
C: 0.311 -5.302 -3.421  -0.353
C: 0.887 -4.114 -3.818  -0.880
C: 0.591 -2.945 -3.156  -0.233
N: -0.241 -2.932 -2.115  0.122
H: -3.307 -1.945 1.205  -0.110
H: -2.981 -3.643 1.558  0.588
H: -2.264 -3.740 3.735  0.448
H: -0.528 -3.156 5.563  0.397
H: 1.043 -1.262 5.036  0.452
H: 0.833 -0.179 2.873  0.307
H: -0.920 -6.215 -1.948  0.493
H: 0.579 -6.243 -3.860  0.425
H: 1.605 -4.102 -4.589  0.498
H: 1.054 -2.004 -3.367  0.544
O: -1.982 0.809 -0.665  -0.546
C: -2.478 1.728 0.253  3.480
C: -1.477 1.887 1.425  -1.499
C: -0.143 2.466 0.951  -0.395
C: 0.006 3.809 1.242  -0.920
C: 1.070 4.451 0.643  -0.895
C: 1.969 3.738 -0.149  -1.089
C: 1.767 2.359 -0.345  0.209
C: 2.737 1.581 -1.224  -2.126
C: 2.668 0.016 -1.154  2.583
O: 1.524 -0.504 -1.744  -0.483
C: 3.889 -0.371 -2.003  0.405
C: 3.599 -0.652 -3.356  -0.572
C: 4.585 -0.730 -4.313  -0.893
C: 5.926 -0.638 -3.972  -0.583
C: 6.215 -0.390 -2.624  -0.732
C: 5.231 -0.221 -1.660  -0.486
C: 2.926 -0.502 0.256  0.223
C: 3.464 0.208 1.309  -0.291
C: 3.789 -0.461 2.494  -1.044
C: 3.641 -1.840 2.641  -0.717
C: 3.085 -2.543 1.570  -0.862
C: 2.708 -1.888 0.407  -0.120
N: 0.701 1.747 0.180  1.198
C: -3.842 1.210 0.795  -0.470
C: -4.795 0.755 -0.098  -0.099
C: -6.008 0.216 0.303  -0.871
C: -6.281 0.121 1.666  -0.442
C: -5.401 0.657 2.576  -1.126
C: -4.205 1.246 2.155  0.338
C: -2.655 3.152 -0.399  -0.225
C: -3.361 4.149 0.301  -0.657
C: -3.418 5.456 -0.158  -0.845
C: -2.746 5.822 -1.320  -0.541
C: -2.047 4.848 -2.036  -0.786
C: -1.987 3.528 -1.548  -0.369
H: -1.413 0.905 1.908  0.355
H: -1.890 2.619 2.140  0.807
H: -0.714 4.349 1.846  0.500
H: 1.207 5.519 0.714  0.415
H: 2.816 4.219 -0.597  0.551
H: 3.745 1.880 -0.873  0.600
H: 2.658 1.940 -2.238  0.730
H: 2.577 -0.759 -3.640  0.326
H: 4.289 -0.858 -5.331  0.434
H: 6.734 -0.775 -4.689  0.397
H: 7.258 -0.318 -2.306  0.381
H: 5.616 -0.105 -0.645  0.272
H: 3.699 1.251 1.223  0.426
H: 4.169 0.114 3.306  0.472
H: 3.838 -2.353 3.567  0.475
H: 2.985 -3.615 1.645  0.460
H: 2.335 -2.436 -0.491  0.280
H: -4.505 0.757 -1.180  0.282
H: -6.711 -0.101 -0.450  0.434
H: -7.193 -0.369 2.010  0.382
H: -5.620 0.591 3.620  0.443
H: -3.517 1.720 2.824  0.434
H: -3.785 3.843 1.233  0.484
H: -3.976 6.195 0.399  0.415
H: -2.834 6.813 -1.717  0.443
H: -1.526 5.066 -2.970  0.414
H: -1.451 2.760 -2.092  0.282

Its HOMO-LUMO gap is 0.312 Eh. The LUMO energy is 0.3 eV. The total energy is -60232.834 eV. For the HOMO energy, the calculation gives -8.2 eV.



ORCA calculation (ωB97M-V/def2-TZVPD) on a 2-piece molecular cluster, C2H7N2S3 overall in a non-equilibrium geometry.

Each line ends with the Mulliken charge.
Cartesian coordinates (Å):
C: -0.576 0.043 0.088  0.872
C: 2.342 1.119 -0.055  -0.436
N: -1.579 -0.826 -0.148  -0.356
N: 0.626 -0.380 0.383  -0.400
S: -0.862 1.745 0.082  -0.182
S: -3.264 -0.477 -0.124  -0.151
S: 1.157 -1.944 0.210  -0.148
H: 2.953 0.377 -0.530  0.286
H: 2.524 1.363 0.976  0.306
H: 1.817 1.829 -0.666  0.372
H: -1.330 -1.808 -0.045  0.255
H: -2.190 1.620 -0.098  0.156
H: -3.472 -0.694 -1.434  0.221
H: 1.853 -1.966 1.360  0.205

Its HOMO-LUMO gap (alpha / beta) is 0.272 / 0.272 Eh. The LUMO energy (alpha / beta) is -5.7 / -5.7 eV. The total energy is -37663.439 eV. Its total charge is +1. For the HOMO energy (alpha / beta), the calculation gives -13.1 / -13.1 eV.



ORCA calculation (ωB97M-V/def2-TZVPD) on a 2-piece molecular cluster, C20H43BCl2N5O9P overall in a non-equilibrium geometry.

Each line ends with the Mulliken charge.
Cartesian coordinates (Å):
C: -2.824 -2.104 -5.034  -1.654
C: -2.041 -1.754 -3.835  0.673
O: -0.772 -1.173 -4.051  -0.273
C: 0.208 -2.098 -4.433  -0.600
C: 1.508 -1.706 -3.778  -0.877
O: 1.443 -1.899 -2.348  -0.424
C: 1.520 -0.645 -1.668  -1.443
C: 1.268 -0.773 -0.157  2.264
C: 2.568 -1.264 0.515  -1.879
B: 2.674 -2.859 0.477  0.999
O: 2.121 -3.604 1.443  -0.498
O: 3.370 -3.469 -0.558  -0.594
O: 0.355 -1.800 0.205  -0.338
C: -0.899 -1.617 -0.400  -0.750
P: -2.043 -2.924 0.308  0.352
N: -1.643 -3.451 1.734  -0.878
C: -1.433 -0.169 -0.549  -0.431
O: -2.784 -0.015 -0.240  -0.593
N: -0.647 0.949 0.165  1.656
C: -0.639 2.027 -0.851  -1.418
O: -1.949 2.447 -1.147  -0.192
O: -1.893 2.983 -2.448  -0.512
C: -1.336 1.169 1.454  0.133
Cl: -1.712 -0.242 2.360  -0.116
C: -1.633 2.290 2.058  0.635
C: -2.291 2.376 3.379  -1.611
Cl: -1.254 3.853 1.415  -0.181
C: 0.768 0.482 0.559  -0.775
C: 1.762 1.644 0.672  -1.209
C: 2.661 1.531 1.924  -0.541
C: 2.967 2.918 2.525  -1.046
C: 2.431 2.969 3.947  -0.726
N: 3.259 2.132 4.833  -0.328
C: 2.454 1.295 5.650  0.354
N: 1.554 1.775 6.371  -0.628
N: 2.718 -0.121 5.559  -0.546
H: -2.903 -1.275 -5.719  0.308
H: -3.826 -2.287 -4.664  0.459
H: -2.516 -3.004 -5.555  0.411
H: -1.972 -2.639 -3.204  0.067
H: -2.655 -1.031 -3.321  -0.122
H: -0.089 -3.088 -4.094  0.360
H: 0.302 -2.126 -5.514  0.510
H: 2.298 -2.344 -4.164  0.454
H: 1.777 -0.689 -4.037  0.361
H: 0.860 0.036 -2.206  0.448
H: 2.531 -0.268 -1.806  0.635
H: 3.439 -0.771 0.112  0.128
H: 2.431 -1.052 1.569  0.425
H: 1.911 -4.477 1.087  0.288
H: 4.287 -3.182 -0.496  0.273
H: -0.762 -1.979 -1.405  0.310
H: -1.998 -4.010 -0.592  0.148
H: -3.374 -2.474 0.308  0.072
H: -0.830 -2.957 2.083  0.360
H: -1.432 0.031 -1.602  0.268
H: -3.318 -0.368 -0.978  0.615
H: -0.087 2.916 -0.605  0.971
H: -0.195 1.701 -1.777  0.381
H: -2.316 2.295 -2.994  0.369
H: -1.724 1.818 4.105  0.422
H: -2.320 3.398 3.721  0.458
H: -3.303 2.008 3.327  0.380
H: 0.715 0.145 1.577  0.698
H: 1.254 2.579 0.835  0.634
H: 2.383 1.709 -0.212  0.378
H: 3.573 1.059 1.605  0.274
H: 2.183 0.946 2.699  0.295
H: 4.042 3.021 2.542  0.495
H: 2.581 3.738 1.931  0.471
H: 2.391 4.002 4.274  0.475
H: 1.415 2.604 3.912  0.260
H: 3.720 2.742 5.495  0.331
H: 1.093 1.020 6.868  0.253
H: 3.189 -0.388 6.416  0.271
H: 1.844 -0.630 5.551  0.272
C: -4.895 0.794 -4.215  -0.429
O: -5.175 -0.465 -3.851  -0.795
H: -4.812 1.552 -3.383  0.049
H: -3.911 0.952 -4.772  0.006
H: -5.626 1.287 -4.904  0.302

Its HOMO-LUMO gap is 0.185 Eh. The LUMO energy is -0.2 eV. The total energy is -82315.331 eV. For the HOMO energy, the calculation gives -5.3 eV.